Entry 1:
C33H65AgN9O13 | ωB97M-V with the def2-TZVPD basis set

Positions of all 121 atoms, in Å:
Ag: -0.16906 0.08569 0.76072
C: -0.15421 3.76759 -1.69438
C: 0.03611 2.81432 -0.76073
C: 0.31633 3.15662 0.63895
O: 0.42765 2.16554 1.54430
C: 0.57179 4.37800 1.07252
C: 0.32086 5.50116 0.19604
C: 0.04211 5.13743 -1.30192
O: 0.12431 6.11129 -2.08983
O: 0.35679 6.71064 0.40625
O: 0.08638 1.51514 -1.10975
H: -0.29655 3.52940 -2.71700
H: 0.74446 4.49076 2.12597
C: 0.20492 0.78191 -4.14080
O: -0.29587 1.09787 -5.18240
N: 0.99796 -0.35119 -3.96914
C: 1.61640 -0.70325 -2.76618
C: 1.21800 -1.23461 -5.10852
H: 0.16215 1.31182 -3.20298
H: 1.36524 -1.73291 -2.45257
H: 1.24370 0.01685 -2.02395
H: 2.70316 -0.60021 -2.68846
H: 2.29824 -1.26655 -5.39869
H: 0.93173 -2.27048 -4.92293
H: 0.64081 -0.94198 -5.98121
C: 3.35347 0.39321 5.50887
O: 2.37481 -0.32057 5.38529
N: 3.79255 1.31376 4.58632
C: 4.65280 2.34845 5.04463
C: 2.96056 1.56277 3.45290
H: 4.04669 0.31424 6.36533
H: 5.33925 2.58149 4.22913
H: 5.25755 1.99292 5.90172
H: 4.10406 3.23894 5.38003
H: 2.17426 2.29494 3.71841
H: 3.47328 1.95072 2.59875
H: 2.50504 0.60590 3.21610
C: -5.28924 3.10623 -3.92477
O: -6.36613 2.90613 -4.46283
N: -4.12656 2.48579 -4.23534
C: -2.90668 2.75535 -3.45215
C: -4.00662 1.55018 -5.32569
H: -5.12798 3.89432 -3.13691
H: -2.99423 2.39085 -2.44199
H: -2.68790 3.83354 -3.39370
H: -2.00205 2.28989 -3.89948
H: -3.83099 0.52476 -5.05136
H: -4.91470 1.53088 -5.89430
H: -3.23626 1.90933 -6.00291
C: 0.75754 -5.53262 3.12047
O: 0.77719 -6.74094 3.11969
N: 0.51826 -4.71362 4.16509
C: 0.53202 -3.29889 4.05829
C: 0.06519 -5.24083 5.45407
H: 0.89546 -4.91249 2.23293
H: 0.74574 -2.96437 3.02820
H: 1.25452 -2.84091 4.69612
H: -0.44138 -2.83116 4.30864
H: 0.78987 -5.05480 6.25244
H: -0.89835 -4.94764 5.81197
H: 0.00853 -6.31264 5.36016
C: -4.12108 -0.48795 -1.18465
O: -4.82888 -1.37409 -1.64854
N: -4.53997 0.70806 -0.66202
C: -3.62391 1.61481 0.03957
C: -5.90942 1.03788 -0.48741
H: -3.01222 -0.55533 -1.10712
H: -2.65894 1.23805 -0.25375
H: -3.65330 1.38887 1.11238
H: -3.72828 2.60893 -0.37041
H: -6.59313 0.25115 -0.87852
H: -6.20392 0.95294 0.56561
H: -6.25595 1.99273 -0.89892
C: 2.71283 -1.62910 0.98009
O: 1.72800 -1.63402 1.67760
N: 3.10830 -2.60852 0.09814
C: 4.43746 -2.67773 -0.39734
C: 2.17380 -3.67889 -0.15169
H: 3.43453 -0.80454 1.00321
H: 5.13830 -3.37167 0.07295
H: 4.92558 -1.71212 -0.26513
H: 4.53576 -2.95822 -1.45320
H: 2.15140 -3.88042 -1.22658
H: 2.55358 -4.62166 0.21844
H: 1.17694 -3.41932 0.23802
C: -1.28530 -2.61825 -1.57520
O: -0.96172 -1.83153 -0.71550
N: -1.55683 -3.93661 -1.34315
C: -2.06142 -4.73435 -2.42219
C: -1.58046 -4.41768 0.02514
H: -1.45939 -2.30818 -2.62697
H: -1.43319 -5.62389 -2.65504
H: -2.21186 -4.12040 -3.32149
H: -3.03485 -5.17840 -2.16454
H: -0.83490 -5.20864 0.27869
H: -1.53656 -3.54813 0.67113
H: -2.57889 -4.82190 0.13098
C: 3.01261 3.91349 -3.75885
O: 3.33602 4.01769 -4.91163
N: 3.31320 2.75670 -2.97588
C: 4.20337 1.83577 -3.64812
C: 3.30255 2.86951 -1.59892
H: 2.44901 4.66029 -3.22734
H: 5.26444 2.11911 -3.52717
H: 3.89589 1.87359 -4.70534
H: 4.07714 0.79279 -3.29332
H: 2.83651 2.01838 -1.10064
H: 4.21357 3.00242 -1.06850
H: 2.73775 3.71890 -1.24875
C: -2.39403 -0.62349 3.11530
O: -1.76631 -1.07612 2.16732
N: -1.92471 0.16995 4.08500
C: -2.69142 0.51281 5.23135
C: -0.57355 0.65792 4.05165
H: -3.47050 -0.86229 3.28842
H: -2.73056 1.61258 5.38976
H: -2.23401 0.03910 6.11083
H: -3.70113 0.07564 5.13790
H: -0.12460 0.58897 5.05161
H: 0.04225 0.03624 3.37618
H: -0.52857 1.72421 3.74913

Summary:
**Charge**: -1
**Highest occupied orbital energy**: -4.72 eV
**DFT total energy**: -79303.539 eV
**Gap between HOMO and LUMO**: 6.6 eV
**LUMO**: 0.06808 Eh



Entry 2:
C33H66NO10 | ωB97M-V with the def2-TZVPD basis set

Positions of all 110 atoms, in Å:
C: 3.58161 -3.52162 5.92907
C: 4.68529 -3.76358 4.90015
C: 6.07583 -3.35577 5.38916
C: 6.25544 -1.84520 5.55323
C: 6.35930 -1.08203 4.22133
C: 5.08005 -0.32168 3.86835
C: 5.22673 0.63948 2.67489
C: 4.10250 0.55737 1.62410
C: 3.08727 1.70563 1.66996
C: 2.41304 1.96291 3.03087
C: 1.84510 0.75909 3.81124
C: 0.31028 0.62918 3.87119
C: -0.37520 -0.34593 2.87447
C: 0.37997 -0.56167 1.56799
C: -0.36172 -1.46854 0.58059
C: -1.53472 -0.72397 -0.07681
C: 0.62191 -1.91199 -0.50400
N: -0.90324 -2.67294 1.28370
O: -1.05703 -3.70641 0.55237
C: -0.54006 -2.95065 2.69850
C: 0.90098 -3.48591 2.78029
C: -1.48847 -4.03171 3.20844
C: -0.73207 -1.68687 3.54841
H: 3.91996 -3.78230 6.93427
H: 2.70307 -4.12933 5.70797
H: 3.25303 -2.48014 5.94209
H: 4.43786 -3.23405 3.97420
H: 4.70680 -4.82460 4.63871
H: 6.25671 -3.84177 6.35400
H: 6.83036 -3.74841 4.70048
H: 7.12447 -1.64757 6.18377
H: 5.39233 -1.45839 6.10643
H: 7.20085 -0.38465 4.23925
H: 6.54796 -1.80828 3.42285
H: 4.73439 0.21279 4.75858
H: 4.30198 -1.05478 3.63802
H: 5.31644 1.66801 3.03567
H: 6.17225 0.40583 2.17745
H: 4.53880 0.55508 0.62222
H: 3.58416 -0.40205 1.71353
H: 2.34844 1.56746 0.87809
H: 3.62426 2.62378 1.40716
H: 3.15405 2.46025 3.66271
H: 1.61820 2.69966 2.87678
H: 2.28085 -0.16944 3.44739
H: 2.19031 0.85465 4.84273
H: 0.05371 0.28340 4.87531
H: -0.14439 1.61977 3.77992
H: -1.31861 0.11855 2.57698
H: 1.37374 -0.96848 1.73791
H: 0.50815 0.39901 1.06475
H: -1.88502 0.10493 0.53997
H: -2.36987 -1.39871 -0.26048
H: -1.21772 -0.29820 -1.02968
H: 0.10561 -2.39141 -1.33350
H: 1.37318 -2.59448 -0.10513
H: 1.12743 -1.02074 -0.88409
H: 0.99518 -4.10150 3.67729
H: 1.63867 -2.68785 2.87498
H: 1.12752 -4.10268 1.91035
H: -1.17635 -5.01811 2.86986
H: -2.50361 -3.85123 2.85506
H: -1.47107 -4.02836 4.30053
H: -1.78010 -1.64355 3.85711
H: -0.15189 -1.83787 4.46415
C: -4.11922 -3.77082 -1.02606
C: -5.09109 -2.63037 -0.83168
O: -4.90479 -1.59363 -1.81584
C: -5.43044 -1.84163 -3.01435
O: -6.07151 -2.81355 -3.32359
O: -5.12957 -0.82238 -3.82004
C: -5.61277 -0.96166 -5.16112
H: -3.09235 -3.40486 -1.02967
H: -4.21623 -4.48352 -0.20654
H: -4.30929 -4.29304 -1.96285
H: -4.91586 -2.12689 0.11817
H: -6.12643 -2.96868 -0.85977
H: -6.68346 -1.15263 -5.16829
H: -5.09642 -1.77570 -5.66731
H: -5.39985 -0.01916 -5.65545
C: 3.34998 6.77103 -3.30580
C: 4.36967 7.42536 -2.40116
O: 3.79609 7.80452 -1.13512
C: 3.64060 6.81353 -0.26022
O: 3.96103 5.66314 -0.42106
O: 3.06381 7.31029 0.83569
C: 2.81223 6.34134 1.85616
H: 2.48579 7.42244 -3.43870
H: 3.79426 6.58137 -4.28331
H: 3.01402 5.82224 -2.89058
H: 4.72475 8.36313 -2.82346
H: 5.22499 6.77435 -2.22420
H: 3.72120 5.79856 2.10785
H: 2.04664 5.63778 1.53155
H: 2.46146 6.89810 2.71979
C: -7.51839 -0.57081 -10.94107
C: -6.83935 0.77871 -10.87821
O: -7.69155 1.77939 -10.28844
C: -7.77365 1.74856 -8.96043
O: -7.18277 0.99565 -8.22760
O: -8.62339 2.69862 -8.57120
C: -8.82956 2.76806 -7.15612
H: -8.46857 -0.49413 -11.47025
H: -6.88165 -1.27792 -11.47345
H: -7.70410 -0.96014 -9.94135
H: -6.63214 1.16073 -11.87569
H: -5.90511 0.73222 -10.31985
H: -7.88060 2.86788 -6.63371
H: -9.34552 1.87622 -6.80424
H: -9.44576 3.64685 -6.99453

Summary:
**<S²>**: 0.7540
**Charge**: 0
**Multiplicity**: 2
**Highest occupied orbital energy (spin up / spin down)**: -7.98 / -9.35 eV
**Relative energy (zero: lowest compared OMol25 entry of this formula, charge and spin)**: 0.0 kJ/mol
**DFT total energy**: -57256.085 eV
**Gap between HOMO and LUMO (spin up / spin down)**: 8.6 / 10.0 eV
**LUMO (spin up / spin down)**: 0.02431 / 0.02336 Eh



- The lowest DFT total energy belongs to which entry?
  C33H65AgN9O13